Molecular formula: C4H34N2O14
Method: DFT, wB97M-V/def2-TZVPD

The HOMO energy is -9.6 eV. The LUMO energy is 0.1 eV. For the HOMO-LUMO gap, the calculation gives 9.7 eV. The calculation puts the total energy at -1335.6816 a.u.

Each line ends with the Mulliken charge.
CARTESIAN COORDINATES (ANGSTROEM)
O -1.8328 1.2849 -0.7280  -0.490
C -1.9434 0.1207 -1.0845  -0.428
N -1.0234 -0.7975 -0.7989  0.663
C 0.1136 -0.3573 0.0605  0.134
C 0.4505 1.1314 0.0954  0.361
O 1.7784 1.2773 0.6725  -0.990
C -0.1682 -1.0014 1.4315  0.172
N 1.0031 -0.8903 2.3337  -0.735
H -2.8712 -0.1229 -1.6085  0.435
H -0.9065 -1.7541 -1.2104  0.316
H 1.0234 -0.8571 -0.2909  -0.524
H 0.3736 1.6333 -0.8549  0.293
H -0.1700 1.6617 0.7988  0.168
H 1.7490 2.1689 0.9909  0.385
H -1.0519 -0.5904 1.8918  -0.566
H -0.3408 -2.0714 1.2656  0.407
H 1.3962 0.0157 2.1193  0.321
H 0.6568 -0.9193 3.2984  0.316
H 2.3566 -3.6690 -0.8927  0.379
H 2.2854 -3.4736 -2.4994  0.317
O 1.9097 -3.9388 -1.7447  -0.698
H 3.1240 1.0006 -0.5721  0.431
H 3.4643 -0.4610 -0.4395  0.325
O 3.4903 0.2508 -1.0958  -0.746
H -1.2324 -3.7907 -1.2332  0.310
H 0.1645 -3.7220 -1.9289  0.386
O -0.7209 -3.2884 -1.8718  -0.725
H -2.6406 3.9279 -0.3005  0.294
H -1.6688 3.1598 -1.2089  0.378
O -1.7418 3.9300 -0.6456  -0.691
H -2.7369 -0.7982 2.6284  0.305
H -3.6670 -1.8058 3.3339  0.285
O -2.8747 -1.7558 2.8012  -0.634
H 1.2714 2.1171 3.1535  0.272
H 0.5978 3.5125 2.5044  0.321
O 0.5276 2.5734 2.7571  -0.613
H -1.1438 1.8001 2.9247  0.411
H -2.0390 1.7326 1.7346  0.276
O -2.0140 1.4265 2.6399  -0.741
H 0.4137 1.6376 -4.4354  0.277
H -0.2761 1.3995 -2.9979  0.452
O -0.3489 1.7964 -3.8813  -0.717
H 2.3003 0.1917 -2.3832  0.432
H 1.3039 -0.8673 -2.6129  0.191
O 1.4580 0.0513 -2.8849  -0.625
H 4.6049 -3.5895 0.6280  0.302
H 3.3006 -2.8154 0.9807  0.320
O 3.7674 -3.2961 0.2209  -0.727
H -0.5686 4.5512 0.6319  0.343
H 0.9316 4.9775 0.6150  0.291
O 0.2811 4.4559 1.1119  -0.635
H -3.8307 -3.2930 0.8451  0.266
H -2.5596 -2.4802 0.6819  0.404
O -3.1474 -3.0834 0.1948  -0.656